1.
Formula: C17H43N12O22
Source: the Open Molecules 2025 dataset
Level of theory: ωB97M-V/def2-TZVPD

Results
Kohn-Sham gap = 3.117 eV
LUMO = 0.99 eV
highest occupied orbital energy = -2.13 eV
ΔE to the lowest compared entry with this formula, charge and spin = 0.00 kcal/mol

Geometry as ORCA input:
```
! wB97M-V def2-TZVPD RIJCOSX def2/J DEFGRID3
* xyz -1 1
C 1.406 1.562 -1.872
C 2.288 0.929 -1.288
N 3.504 0.600 -0.747
C 4.570 0.896 -1.719
C 4.650 2.410 -2.179
C 4.658 2.409 -3.770
C 5.967 3.143 -1.640
H 0.600 2.217 -2.234
H 5.543 0.675 -1.187
H 4.556 0.229 -2.629
H 3.796 3.044 -1.847
H 5.503 1.761 -4.130
H 3.716 1.900 -4.088
H 4.697 3.449 -4.190
H 5.689 4.232 -1.560
H 6.816 3.038 -2.360
H 6.188 2.756 -0.617
C -2.153 0.095 -1.319
N -3.119 1.112 -0.827
O -3.734 0.857 0.196
O -3.236 2.136 -1.473
H -2.164 -0.746 -0.639
H -2.467 -0.210 -2.322
H -1.167 0.562 -1.340
C -0.823 -3.574 -3.416
N -1.821 -2.598 -2.911
O -2.432 -2.887 -1.898
O -1.949 -1.574 -3.553
H -0.809 -4.434 -2.755
H -1.126 -3.864 -4.418
H 0.145 -3.076 -3.425
C -1.481 0.268 3.122
N -0.422 0.061 2.100
O 0.689 0.469 2.354
O -0.762 -0.502 1.076
H -1.050 0.782 3.976
H -2.262 0.872 2.663
H -1.857 -0.712 3.409
C 0.008 1.484 -5.840
N 1.256 0.737 -5.539
O 2.289 1.144 -6.040
O 1.149 -0.225 -4.813
H 0.249 2.316 -6.496
H -0.678 0.794 -6.326
H -0.395 1.840 -4.894
C -3.647 5.394 -0.329
N -2.854 6.391 0.438
O -3.411 7.429 0.756
O -1.705 6.101 0.693
H -4.648 5.787 -0.481
H -3.145 5.235 -1.280
H -3.678 4.478 0.257
C -3.020 -7.120 -1.285
N -2.412 -6.587 -2.531
O -3.159 -6.289 -3.440
O -1.198 -6.486 -2.548
H -4.098 -7.155 -1.407
H -2.616 -8.118 -1.126
H -2.745 -6.449 -0.474
C -0.592 3.698 6.273
N -1.511 2.548 6.469
O -1.192 1.486 5.972
O -2.523 2.752 7.116
H 0.259 3.369 5.683
H -1.147 4.475 5.751
H -0.273 4.032 7.260
C 1.154 -8.132 -0.330
N 0.331 -9.350 -0.099
O -0.865 -9.267 -0.312
O 0.913 -10.343 0.286
H 0.504 -7.330 -0.670
H 1.627 -7.872 0.615
H 1.895 -8.376 -1.088
C 2.240 4.365 10.275
N 1.480 3.843 9.109
O 2.111 3.557 8.112
O 0.273 3.739 9.240
H 3.294 4.403 10.016
H 1.860 5.360 10.494
H 2.070 3.686 11.107
C -4.537 2.856 4.523
N -3.936 3.393 3.273
O -4.694 3.715 2.378
O -2.724 3.470 3.237
H -5.618 2.844 4.413
H -4.152 1.849 4.666
H -4.239 3.511 5.339
C 2.691 -3.931 -5.372
N 1.863 -5.151 -5.160
O 0.671 -5.067 -5.389
O 2.441 -6.148 -4.770
H 2.047 -3.127 -5.716
H 3.150 -3.676 -4.420
H 3.442 -4.172 -6.121
*
```


2.
Formula: C17H44AsFeGeNOSeSi2
Source: the Open Molecules 2025 dataset
Level of theory: ωB97M-V/def2-TZVPD

Results
Kohn-Sham gap (spin up / spin down) = 8.952 / 6.481 eV
LUMO (spin up / spin down) = -2.03 / -4.64 eV
⟨S²⟩ = 8.774
highest occupied orbital energy (spin up / spin down) = -10.98 / -11.12 eV
ΔE to the lowest compared entry with this formula, charge and spin = 5.12 kcal/mol

Geometry as ORCA input:
```
! wB97M-V def2-TZVPD RIJCOSX def2/J DEFGRID3
* xyz 1 6
Fe 0.577 -0.968 0.406
C 0.847 -2.159 4.997
C 0.805 -1.726 3.603
N 0.775 -1.398 2.508
H 1.868 -2.423 5.266
H 0.203 -3.027 5.126
H 0.501 -1.352 5.641
C 2.125 5.026 1.469
Ge 0.700 4.520 0.250
C -0.979 4.257 1.196
C 0.523 5.773 -1.222
C 1.181 2.768 -0.532
Se 1.395 1.419 0.859
C 3.298 1.083 0.681
H 1.852 5.936 2.005
H 3.050 5.217 0.924
H 2.303 4.241 2.205
H -1.256 5.158 1.745
H -0.888 3.440 1.914
H -1.783 4.024 0.496
H 0.270 6.764 -0.844
H -0.261 5.457 -1.909
H 1.461 5.847 -1.773
H 2.130 2.802 -1.066
H 0.419 2.421 -1.229
H 3.824 1.995 0.947
H 3.517 0.772 -0.336
H 3.555 0.284 1.371
C 2.630 -3.574 -1.961
C 2.758 -2.958 -0.576
C 4.157 -2.385 -0.384
C 2.462 -4.002 0.495
O 1.821 -1.902 -0.458
H 3.387 -4.345 -2.113
H 2.757 -2.809 -2.729
H 1.648 -4.035 -2.083
H 4.914 -3.168 -0.444
H 4.236 -1.907 0.595
H 4.371 -1.640 -1.154
H 3.123 -4.864 0.399
H 1.429 -4.345 0.403
H 2.599 -3.572 1.490
C -4.987 -1.334 0.410
Si -3.330 -0.613 0.825
C -3.202 1.170 0.301
C -2.988 -0.765 2.647
As -1.600 -1.821 -0.244
Si -1.840 -1.337 -2.557
C -0.921 0.281 -2.704
C -0.979 -2.651 -3.527
C -3.615 -1.147 -3.054
H -5.771 -0.771 0.925
H -5.053 -2.375 0.733
H -5.191 -1.298 -0.660
H -3.832 1.781 0.954
H -3.539 1.316 -0.727
H -2.178 1.543 0.381
H -3.752 -0.230 3.219
H -2.014 -0.341 2.902
H -3.000 -1.811 2.961
H 0.126 0.155 -2.408
H -1.372 1.061 -2.087
H -0.930 0.618 -3.745
H 0.063 -2.722 -3.213
H -1.003 -2.402 -4.592
H -1.446 -3.629 -3.396
H -4.090 -0.302 -2.553
H -4.191 -2.047 -2.833
H -3.667 -0.971 -4.132
*
```


3.
Formula: C17H44Ba2F3LiN4O7S
Source: the Open Molecules 2025 dataset
Level of theory: ωB97M-V/def2-TZVPD

Results
Kohn-Sham gap (spin up / spin down) = 6.123 / 4.752 eV
LUMO (spin up / spin down) = -14.08 / -15.42 eV
⟨S²⟩ = 0.754
highest occupied orbital energy (spin up / spin down) = -20.20 / -20.17 eV

Geometry as ORCA input:
```
! wB97M-V def2-TZVPD RIJCOSX def2/J DEFGRID3
* xyz 5 2
Li -2.004 3.657 0.273
Ba -1.823 0.190 4.315
Ba -5.021 -1.481 -0.460
C 0.156 -1.239 -0.316
F -0.005 -2.561 -0.091
F 1.324 -0.874 0.176
F 0.260 -1.137 -1.628
S -1.328 -0.261 0.418
O -1.116 1.163 -0.013
O -2.550 -0.758 -0.256
O -1.312 -0.511 1.904
C 5.089 -3.915 -1.026
C 4.124 -2.973 -0.285
C 4.903 -2.285 0.810
O 5.167 -3.217 1.763
C 5.991 -2.783 2.838
N 3.558 -2.058 -1.310
H 5.978 -3.339 -1.283
H 4.781 -4.421 -1.941
H 5.425 -4.686 -0.334
H 3.227 -3.427 0.136
H 4.271 -1.565 1.330
H 5.778 -1.790 0.389
H 5.391 -2.085 3.421
H 6.894 -2.248 2.543
H 6.225 -3.681 3.410
H 2.945 -1.381 -0.879
H 3.099 -2.581 -2.043
C -6.741 -0.041 -4.887
C -6.005 -0.754 -3.778
C -4.468 -1.055 -4.153
O -3.959 -1.900 -3.065
C -2.690 -2.384 -3.276
N -6.213 -0.025 -2.531
H -7.758 -0.053 -4.497
H -6.940 -0.478 -5.866
H -6.354 0.962 -5.069
H -6.458 -1.738 -3.651
H -3.921 -0.118 -4.259
H -4.481 -1.575 -5.111
H -2.236 -3.087 -2.577
H -2.007 -1.548 -3.428
H -2.703 -2.871 -4.252
H -6.141 0.982 -2.570
H -7.208 -0.113 -2.381
C 1.831 -3.471 3.150
C 1.352 -2.336 4.200
C 2.146 -1.061 4.191
O 2.612 -0.768 5.596
C 3.546 0.369 5.537
N -0.026 -2.000 3.972
H 2.054 -3.009 2.188
H 1.039 -4.220 3.135
H 2.768 -3.958 3.419
H 1.304 -2.790 5.189
H 1.608 -0.164 3.884
H 2.960 -1.051 3.466
H 3.686 0.804 6.526
H 3.181 1.188 4.917
H 4.510 0.056 5.135
H -0.633 -2.778 4.186
H -0.192 -1.793 2.998
C 1.119 5.579 -1.733
C -0.121 5.185 -0.860
C -1.369 6.137 -0.946
O -2.431 5.687 -0.086
C -3.618 6.427 -0.391
N -0.424 3.836 -1.295
H 0.798 5.936 -2.712
H 1.842 4.764 -1.744
H 1.584 6.451 -1.273
H 0.173 5.199 0.189
H -1.740 6.038 -1.966
H -1.035 7.164 -0.801
H -4.454 5.939 0.111
H -3.759 6.347 -1.469
H -3.445 7.449 -0.056
H 0.128 3.086 -0.904
H -0.138 3.802 -2.263
*
```